[1]
20
Properties=species:S:1:pos:R:3 method="wB97M-V/def2-TZVPD" multiplicity=1 e_tot_ev=-6894.580 e_lumo_ha=-0.1517 gap_ev=8.346 charge=+1
C -2.191 -0.111 0.371
N -3.627 0.277 0.678
H -1.753 -0.499 1.281
H -2.202 -0.860 -0.406
H -1.687 0.782 0.018
H -3.649 1.100 1.287
H -4.094 -0.469 1.192
H -4.156 0.470 -0.174
C 2.729 0.420 -1.711
C 1.589 -0.274 -0.955
C 1.934 -0.591 0.471
C 1.258 -0.144 1.524
H 3.641 -0.176 -1.690
H 2.455 0.579 -2.752
H 2.974 1.378 -1.257
H 1.283 -1.177 -1.482
H 0.732 0.407 -0.952
H 2.822 -1.194 0.630
H 1.500 -0.477 2.524
H 0.443 0.558 1.405


[2]
20
Properties=species:S:1:pos:R:3 method="wB97M-V/def2-TZVPD" multiplicity=1 e_tot_ev=-6888.609 e_lumo_ha=-0.3434 gap_ev=6.596 charge=+1
C 1.931 1.215 0.406
C 0.700 0.368 0.201
C -0.668 1.173 0.396
C -1.818 0.560 -0.429
C -2.491 -0.597 0.215
N 0.623 -0.335 -1.147
H 1.771 2.177 -0.154
H 2.845 0.624 0.199
H 1.976 1.487 1.471
H 0.703 -0.376 0.975
H -1.118 1.187 1.407
H -0.602 2.364 0.015
H -2.507 1.419 -0.606
H -1.355 0.174 -1.390
H -3.121 -0.359 1.104
H -2.978 -1.175 -0.560
H -1.611 -1.154 0.573
H 3.054 -4.654 -0.168
H 1.237 0.223 -1.751
H 3.429 -4.321 -0.756


[3]
21
Properties=species:S:1:pos:R:3 method="wB97M-V/def2-TZVPD" multiplicity=1 e_tot_ev=-8391.654 e_lumo_ha=0.0369 gap_ev=9.579 smiles="CC(C)N.C=CN"
C 2.162 0.391 -1.197
C 2.061 -0.918 -0.965
N 1.289 -1.750 -1.806
H 1.539 0.866 -1.945
H 2.881 1.020 -0.682
H 2.613 -1.445 -0.198
H 0.563 -1.234 -2.282
H 0.902 -2.536 -1.299
C -1.319 -0.888 0.949
C -1.151 0.601 0.558
C -2.467 1.297 0.875
N -0.069 1.284 1.272
H -2.115 -1.299 0.316
H -0.384 -1.428 0.771
H -1.614 -0.970 1.994
H -0.922 0.676 -0.510
H -2.394 2.354 0.596
H -3.306 0.896 0.298
H -2.730 1.252 1.935
H 0.796 0.773 1.138
H -0.271 1.345 2.263


[4]
21
Properties=species:S:1:pos:R:3 method="wB97M-V/def2-TZVPD" multiplicity=1 e_tot_ev=-8391.604 e_lumo_ha=0.0396 gap_ev=9.692 smiles=C[C@@H](N)CN(C)C
N -2.244 -1.181 -0.192
C -0.887 -0.871 0.335
C -0.875 -0.406 1.797
C -0.317 0.174 -0.604
N 0.935 0.771 -0.193
C 1.995 -0.227 -0.065
C 1.298 1.791 -1.169
H -2.547 -2.071 0.191
H -2.891 -0.512 0.217
H -0.347 -1.816 0.257
H 0.147 -0.391 2.160
H -1.397 -1.168 2.389
H -1.465 0.501 1.893
H -1.050 0.985 -0.612
H -0.389 -0.207 -1.637
H 2.014 -0.672 0.932
H 1.813 -1.096 -0.708
H 2.982 0.144 -0.331
H 0.709 2.691 -0.971
H 1.202 1.484 -2.211
H 2.302 2.156 -0.934


[5]
21
Properties=species:S:1:pos:R:3 method="wB97M-V/def2-TZVPD" multiplicity=1 e_tot_ev=-8390.058 e_lumo_ha=0.0402 gap_ev=9.888 smiles=CC(C)[C@@H](N)CN
N -0.316 -1.603 -1.064
C -0.165 -0.631 -0.018
C -0.777 0.623 -0.539
C 0.177 1.658 -1.289
C -1.655 1.415 0.526
C 1.190 -0.325 0.610
N 1.470 -1.117 1.777
H 0.000 -2.547 -0.764
H 0.173 -1.191 -1.841
H -0.678 -1.006 1.023
H -1.643 0.337 -1.312
H 0.633 1.130 -2.130
H -0.613 2.214 -1.834
H 0.806 2.284 -0.808
H -1.314 1.135 1.592
H -1.509 2.496 0.541
H -2.655 0.984 0.380
H 1.938 -0.632 -0.245
H 1.416 0.618 0.783
H 0.589 -1.429 2.314
H 2.167 -1.787 1.580


[6]
21
Properties=species:S:1:pos:R:3 method="wB97M-V/def2-TZVPD" multiplicity=1 e_tot_ev=-8387.995 e_lumo_ha=0.0389 gap_ev=8.788
C -1.122 1.449 0.502
C -0.091 0.669 -1.684
C -0.519 0.304 -0.281
N -1.827 -1.208 1.000
N -1.254 -0.916 -0.295
H -1.751 -2.212 1.131
H -2.820 -0.984 0.966
H -1.281 1.167 1.540
H -2.092 1.690 0.058
H -0.492 2.336 0.458
H -0.978 0.964 -2.248
H 0.617 1.496 -1.678
H 0.354 -0.189 -2.186
C 2.208 -0.921 0.053
C 1.185 0.022 0.664
H 1.814 -1.939 -0.018
H 3.117 -0.971 0.660
H 2.486 -0.607 -0.955
H 1.544 1.049 0.651
H 0.929 -0.232 1.693
H -0.025 -0.967 -0.030


[7]
21
Properties=species:S:1:pos:R:3 method="wB97M-V/def2-TZVPD" multiplicity=1 e_tot_ev=-8389.793 e_lumo_ha=0.0394 gap_ev=9.097 smiles=CNC[C@@H](C)NC
C -2.515 -0.679 0.536
N -1.383 0.252 0.468
C 0.278 -1.801 0.992
C -0.038 -0.454 0.229
C 0.999 0.592 0.285
N 0.839 1.694 -0.724
C 1.441 1.508 -2.005
H -3.444 -0.144 0.331
H -2.503 -1.053 1.577
H -2.442 -1.394 -0.301
H -1.289 0.755 1.342
H 1.176 -2.391 0.581
H 0.563 -1.499 2.035
H -0.682 -2.401 1.259
H -0.240 -0.981 -0.717
H 1.102 1.077 1.220
H 1.971 0.152 0.077
H 0.979 2.525 -0.069
H 2.525 1.227 -1.774
H 1.216 0.609 -2.711
H 1.446 2.407 -2.631


[8]
21
Properties=species:S:1:pos:R:3 method="wB97M-V/def2-TZVPD" multiplicity=1 e_tot_ev=-8389.764 e_lumo_ha=0.0425 gap_ev=9.406 smiles=CNCC[C@H](C)N
C -0.200 -2.492 0.220
C 0.169 -1.039 0.848
C -0.545 0.219 0.650
C 0.363 1.315 -0.063
C 0.228 1.827 -2.506
N -0.502 1.750 -1.217
N 0.397 -1.434 2.238
H -0.994 -2.436 -0.453
H -0.438 -3.261 0.910
H 0.704 -2.677 -0.320
H 1.249 -1.019 0.481
H -1.368 0.076 0.026
H -1.057 0.668 1.429
H 0.527 2.218 0.592
H 1.350 1.029 -0.412
H 1.196 2.360 -2.426
H 0.352 0.755 -2.722
H -0.366 2.092 -3.351
H -0.871 2.687 -1.040
H -0.450 -1.408 2.831
H 0.809 -2.270 2.409


[9]
21
Properties=species:S:1:pos:R:3 method="wB97M-V/def2-TZVPD" multiplicity=1 e_tot_ev=-8389.857 e_lumo_ha=0.0410 gap_ev=10.055 smiles=NCCCCCN
C 2.227 -0.072 0.231
C 0.971 0.739 0.624
C -0.083 -0.228 1.137
C -0.971 -0.809 -0.039
C -1.577 0.316 -0.913
N -2.459 1.312 -0.213
N 1.906 -1.187 -0.642
H 2.909 0.678 -0.423
H 2.734 -0.555 1.176
H 0.575 1.211 -0.248
H 1.223 1.548 1.373
H -0.703 0.327 1.804
H 0.139 -1.226 1.672
H -0.073 -1.171 -0.513
H -1.566 -1.674 -0.028
H -0.732 0.880 -1.486
H -2.219 -0.043 -1.730
H -3.271 0.761 0.140
H -2.916 2.066 -0.916
H 2.752 -1.517 -1.047
H 1.616 -1.831 -0.032


[10]
21
Properties=species:S:1:pos:R:3 method="wB97M-V/def2-TZVPD" multiplicity=1 e_tot_ev=-8390.877 e_lumo_ha=0.0395 gap_ev=9.643 smiles=C[C@@H](N)CN(C)C
C -0.200 0.028 0.385
N -1.064 -0.312 -0.733
C -1.377 0.734 -1.713
C -2.315 -0.824 -0.178
C 1.325 0.283 0.209
C 2.048 0.448 1.604
N 2.078 -0.800 -0.522
H -0.130 -0.674 1.230
H -0.558 0.949 0.858
H -1.698 1.678 -1.251
H -0.523 0.964 -2.355
H -2.101 0.426 -2.457
H -2.804 -0.137 0.557
H -2.186 -1.805 0.258
H -3.165 -1.039 -0.877
H 1.383 1.211 -0.356
H 1.806 1.425 2.034
H 1.689 -0.451 2.129
H 3.115 0.451 1.381
H 3.014 -0.912 -0.112
H 1.663 -1.642 -0.091


[11]
22
Properties=species:S:1:pos:R:3 method="wB97M-V/def2-TZVPD" multiplicity=2 e_tot_ev=-10436.907 e_lumo_ha="0.1402 / 0.1346" gap_ev="2.672 / 9.221" charge=-1
C -1.101 0.390 -0.452
C -0.232 0.326 0.836
C 1.242 0.186 0.610
C 2.137 -0.015 1.566
N -1.686 -0.880 -0.844
C -0.834 -1.774 -1.698
N -0.024 -2.714 -0.920
H -0.443 0.907 -1.169
H -1.952 1.069 -0.301
H -0.532 1.092 1.575
H -0.585 -0.579 1.330
H 1.526 0.352 -0.434
H 3.223 -0.018 1.497
H 1.794 -0.313 2.554
H -2.158 -1.326 -0.070
H -0.298 -1.241 -2.480
H -1.653 -2.303 -2.185
H -0.581 -2.983 -0.121
H 0.778 -2.206 -0.556
H 0.889 3.579 -0.070
H 0.241 4.205 1.142
O 0.248 4.244 0.191


[12]
22
Properties=species:S:1:pos:R:3 method="wB97M-V/def2-TZVPD" multiplicity=1 e_tot_ev=-10439.089 e_lumo_ha=0.0373 gap_ev=9.412 smiles=CCN(C)[C@@](C)(N)O
C -0.492 0.297 -0.737
C 1.054 -0.935 0.743
C -1.015 -0.108 1.626
C -2.004 0.217 -1.003
C 2.415 -0.501 0.202
N 0.014 0.102 0.610
N -0.047 1.629 -1.040
O 0.126 -0.519 -1.692
H 0.257 0.109 -2.425
H 0.939 1.626 -0.785
H -0.460 2.221 -0.320
H 0.740 -1.886 0.294
H 1.219 -1.149 1.808
H -1.760 0.695 1.613
H -1.521 -1.074 1.513
H -0.574 -0.080 2.629
H -2.206 0.019 -2.064
H -2.475 -0.610 -0.462
H -2.532 1.137 -0.726
H 2.434 -0.435 -0.889
H 3.180 -1.227 0.497
H 2.708 0.472 0.609


[13]
22
Properties=species:S:1:pos:R:3 method="wB97M-V/def2-TZVPD" multiplicity=1 e_tot_ev=-10438.457 e_lumo_ha=0.0326 gap_ev=9.401 smiles=C[C@H](O)[C@H](C)NCN
C 0.823 -1.181 -0.075
C -0.555 -0.421 -0.007
C -1.070 -0.401 1.523
C -0.672 0.898 2.091
O -0.450 -1.465 2.253
N -0.374 0.832 -0.755
C 0.094 0.687 -2.103
N 1.558 0.755 -2.255
H 1.504 -0.399 0.269
H 1.131 -1.516 -1.045
H 0.887 -2.069 0.527
H -1.348 -1.001 -0.504
H -2.138 -0.677 1.545
H -0.936 1.808 1.548
H -1.265 1.028 3.007
H 0.342 1.022 2.438
H -1.076 -2.190 2.309
H 0.219 1.466 -0.228
H -0.225 -0.282 -2.505
H -0.366 1.466 -2.739
H 1.970 1.641 -2.498
H 1.948 0.002 -2.797


[14]
22
Properties=species:S:1:pos:R:3 method="wB97M-V/def2-TZVPD" multiplicity=1 e_tot_ev=-10437.122 e_lumo_ha=0.0237 gap_ev=8.235 smiles="CCC/C(N)=C/N.O"
C 0.796 0.782 2.124
C 1.789 -0.081 1.371
C 1.007 -1.197 0.641
C 0.030 -0.899 -0.425
C 0.195 -0.266 -1.653
N -0.708 -0.266 -2.788
N -1.228 -1.463 -0.170
H 1.075 1.771 2.449
H 0.322 0.554 3.179
H -0.029 0.961 1.552
H 2.692 -0.431 2.071
H 2.393 0.730 0.866
H 1.684 -1.855 0.070
H 0.665 -1.895 1.369
H 1.286 0.059 -1.762
H -0.666 -1.006 -3.318
H -0.998 0.685 -3.141
H -1.920 -0.982 -0.735
H -1.555 -1.291 0.693
H -2.562 1.705 -1.443
H -2.083 2.672 -0.379
O -2.184 1.714 -0.571


[15]
22
Properties=species:S:1:pos:R:3 method="wB97M-V/def2-TZVPD" multiplicity=1 e_tot_ev=-10438.996 e_lumo_ha=0.0316 gap_ev=8.860
C -1.273 -0.628 0.834
C -1.407 0.256 -0.417
C -0.011 0.732 -0.801
C 0.912 -0.062 -1.348
N 2.243 0.370 -1.533
C 0.397 2.054 -0.179
N -2.615 -0.964 1.310
H -0.771 -1.535 0.482
H -0.717 -0.167 1.644
H -1.874 -0.256 -1.246
H -1.994 1.115 -0.090
H 0.798 -1.073 -1.722
H 2.743 -0.158 -2.162
H 2.409 1.358 -1.560
H 0.714 2.868 -0.833
H 1.264 1.926 0.478
H -0.406 2.357 0.491
H -3.289 -1.059 0.567
H -2.675 -1.825 1.832
H 1.499 -1.399 0.825
H 2.498 -1.945 1.817
O 1.554 -1.964 1.610


[16]
22
Properties=species:S:1:pos:R:3 method="wB97M-V/def2-TZVPD" multiplicity=1 e_tot_ev=-10437.032 e_lumo_ha=0.0088 gap_ev=8.905 smiles="CC(C)N=O.CCN"
C 0.010 0.842 -1.383
C -1.512 0.826 -1.308
C 0.524 2.104 -2.089
N 0.696 0.840 -0.080
O 0.058 1.297 0.875
H 0.387 -0.035 -1.921
H -1.864 -0.116 -0.891
H 1.611 2.119 -2.085
H -1.857 1.640 -0.673
H -1.938 0.949 -2.300
H 0.160 2.990 -1.574
H 0.171 2.121 -3.117
C 0.095 -1.529 1.162
C 1.159 -2.353 1.872
N -0.623 -0.706 2.078
H -0.006 -0.121 2.628
H -1.329 -0.127 1.642
H -0.616 -2.180 0.643
H 0.612 -0.898 0.378
H 0.698 -2.985 2.626
H 1.686 -2.981 1.159
H 1.878 -1.698 2.358


[17]
22
Properties=species:S:1:pos:R:3 method="wB97M-V/def2-TZVPD" multiplicity=1 e_tot_ev=-10438.143 e_lumo_ha=0.0347 gap_ev=10.195 smiles="C=CCO.CNCN"
C 1.507 -1.713 -0.212
N 2.480 -0.630 -0.352
C 1.856 0.566 -0.923
N 1.612 0.488 -2.347
H 1.963 -2.625 0.170
H 0.637 -1.508 0.429
H 1.087 -1.960 -1.191
H 2.791 -0.426 0.591
H 2.503 1.412 -0.689
H 0.913 0.791 -0.397
H 2.447 0.771 -2.846
H 1.459 -0.484 -2.595
C -2.556 0.735 0.283
O -3.017 -0.567 -0.117
C -2.300 0.678 1.754
C -1.089 0.720 2.299
H -3.332 1.459 0.031
H -1.634 0.980 -0.249
H -2.916 -0.637 -1.059
H -3.186 0.605 2.376
H -1.014 0.623 3.373
H -0.212 0.723 1.669


[18]
22
Properties=species:S:1:pos:R:3 method="wB97M-V/def2-TZVPD" multiplicity=1 e_tot_ev=-10436.545 e_lumo_ha=0.0279 gap_ev=9.134
C -1.250 -0.764 0.854
C -1.259 -0.064 -0.488
C 0.044 0.600 -0.629
C 1.129 0.043 -1.142
N 2.496 0.337 -0.892
C -0.083 2.087 -0.378
N -2.535 -1.462 0.745
H -0.274 -1.314 0.934
H -1.137 -0.077 1.848
H -1.557 -0.628 -1.409
H -2.140 0.585 -0.561
H 1.017 -0.861 -1.738
H 3.020 0.531 -1.634
H 2.706 1.078 -0.348
H 0.134 2.545 -1.279
H 0.455 2.304 0.573
H -1.277 2.256 -0.362
H -2.630 -1.949 1.684
H -3.188 -0.760 0.758
H 2.769 -1.099 0.914
H 1.286 -1.567 1.183
O 2.272 -1.820 1.366


[19]
22
Properties=species:S:1:pos:R:3 method="wB97M-V/def2-TZVPD" multiplicity=2 e_tot_ev=-10429.458 e_lumo_ha="-0.1503 / -0.2666" gap_ev="9.271 / 6.072" charge=+1
C 0.138 -1.601 -0.821
C -0.970 -0.472 -0.830
C -0.513 0.887 -0.575
C 0.352 1.645 -1.364
C -1.895 0.945 1.544
N -0.716 1.413 0.730
N 1.118 -1.669 -1.901
H 0.660 -1.569 0.208
H -0.365 -2.509 -0.897
H -1.556 -0.406 -1.850
H -1.753 -0.900 -0.207
H 0.779 1.223 -2.257
H 0.438 2.698 -1.296
H -1.619 1.120 2.663
H -2.335 -0.178 1.429
H -2.606 1.666 1.334
H -0.473 2.353 0.839
H 0.680 -1.750 -2.763
H 1.825 -0.821 -1.924
H 2.185 -1.174 1.791
H 1.435 -0.250 2.611
O 2.152 -0.766 2.599


[20]
23
Properties=species:S:1:pos:R:3 method="wB97M-V/def2-TZVPD" multiplicity=1 e_tot_ev=-12484.846 e_lumo_ha=0.0229 gap_ev=9.416 smiles="C[C@@H](N)CNCC=O.O"
N -0.277 1.170 1.768
C -0.973 0.065 1.017
C -2.070 -0.553 1.912
C 0.125 -0.970 0.277
N 0.615 -0.208 -0.843
C 1.811 -0.795 -1.484
C 3.117 -0.335 -0.999
O 3.333 0.883 -0.953
H -0.204 2.126 1.257
H -0.797 1.270 2.591
H -1.628 0.422 0.066
H -3.062 -0.016 1.894
H -1.657 -0.506 2.952
H -2.277 -1.610 1.734
H -0.407 -1.898 -0.102
H 0.941 -1.047 1.095
H 0.574 0.818 -0.837
H 1.702 -1.868 -1.332
H 1.718 -0.667 -2.685
H 3.760 -1.099 -0.669
H -0.922 1.027 -2.091
H -1.901 2.090 -2.709
O -1.520 1.701 -1.858